{
  "formula": "C80H120O40",
  "method": "the ωB97M-V functional and the def2-TZVPD basis",
  "elements": ["O", "C", "O", "C", "C", "C", "H", "H", "H", "H", "H", "H", "O", "C", "O", "C", "C", "C", "H", "H", "H", "H", "H", "H", "O", "C", "O", "C", "C", "C", "H", "H", "H", "H", "H", "H", "O", "C", "O", "C", "C", "C", "H", "H", "H", "H", "H", "H", "O", "C", "O", "C", "C", "C", "H", "H", "H", "H", "H", "H", "O", "C", "O", "C", "C", "C", "H", "H", "H", "H", "H", "H", "O", "C", "O", "C", "C", "C", "H", "H", "H", "H", "H", "H", "O", "C", "O", "C", "C", "C", "H", "H", "H", "H", "H", "H", "O", "C", "O", "C", "C", "C", "H", "H", "H", "H", "H", "H", "O", "C", "O", "C", "C", "C", "H", "H", "H", "H", "H", "H", "O", "C", "O", "C", "C", "C", "H", "H", "H", "H", "H", "H", "O", "C", "O", "C", "C", "C", "H", "H", "H", "H", "H", "H", "O", "C", "O", "C", "C", "C", "H", "H", "H", "H", "H", "H", "O", "C", "O", "C", "C", "C", "H", "H", "H", "H", "H", "H", "O", "C", "O", "C", "C", "C", "H", "H", "H", "H", "H", "H", "O", "C", "O", "C", "C", "C", "H", "H", "H", "H", "H", "H", "O", "C", "O", "C", "C", "C", "H", "H", "H", "H", "H", "H", "O", "C", "O", "C", "C", "C", "H", "H", "H", "H", "H", "H", "O", "C", "O", "C", "C", "C", "H", "H", "H", "H", "H", "H", "O", "C", "O", "C", "C", "C", "H", "H", "H", "H", "H", "H"],
  "positions_angstrom": [[8.977, 9.346, -22.225], [8.539, 8.975, -21.137], [7.306, 9.436, -20.524], [6.998, 8.669, -19.378], [8.032, 7.591, -19.320], [9.111, 7.827, -20.348], [5.974, 8.300, -19.432], [7.223, 9.181, -18.442], [7.695, 6.554, -19.306], [8.490, 7.585, -18.332], [9.503, 6.982, -20.914], [9.943, 8.114, -19.705], [9.782, 15.735, -14.194], [10.779, 15.758, -14.980], [10.596, 15.954, -16.294], [11.850, 16.065, -16.878], [12.951, 15.747, -15.856], [12.153, 15.335, -14.652], [11.921, 16.923, -17.547], [11.921, 15.225, -17.570], [13.577, 16.574, -15.523], [13.561, 14.909, -16.192], [12.576, 15.436, -13.653], [12.118, 14.245, -14.634], [13.059, 9.887, -16.705], [13.700, 10.611, -17.438], [15.032, 10.524, -17.299], [15.673, 11.271, -18.332], [14.723, 12.421, -18.448], [13.341, 11.849, -18.128], [15.615, 10.753, -19.290], [16.719, 11.515, -18.147], [14.779, 12.988, -19.377], [14.964, 13.202, -17.727], [12.739, 11.735, -19.030], [12.763, 12.561, -17.540], [19.746, 9.113, -23.151], [19.835, 9.153, -21.933], [20.664, 10.097, -21.362], [20.640, 10.110, -19.902], [19.510, 9.118, -19.625], [19.030, 8.344, -20.885], [20.408, 11.114, -19.547], [21.599, 9.677, -19.618], [18.645, 9.405, -19.027], [19.966, 8.487, -18.863], [17.964, 8.440, -21.089], [19.342, 7.301, -20.847], [15.998, 13.137, -21.749], [17.133, 13.375, -22.152], [18.121, 12.346, -22.048], [19.375, 12.628, -22.659], [19.106, 14.109, -23.197], [17.709, 14.564, -22.745], [19.511, 11.988, -23.530], [20.129, 12.562, -21.874], [19.196, 14.264, -24.272], [19.823, 14.849, -22.839], [17.181, 14.958, -23.614], [17.893, 15.344, -22.006], [14.080, 17.348, -24.200], [14.004, 17.378, -23.000], [13.303, 18.409, -22.424], [13.267, 18.385, -21.033], [14.468, 17.359, -20.752], [14.457, 16.380, -22.006], [12.384, 17.809, -20.754], [13.430, 19.341, -20.537], [14.406, 16.756, -19.846], [15.330, 18.002, -20.574], [13.693, 15.602, -22.028], [15.341, 15.818, -22.307], [9.423, 8.685, -8.892], [9.707, 8.238, -9.975], [10.899, 8.077, -10.409], [10.890, 7.689, -11.787], [9.584, 8.253, -12.209], [8.745, 7.857, -11.101], [11.061, 6.654, -12.081], [11.745, 8.094, -12.330], [9.360, 7.775, -13.162], [9.579, 9.341, -12.277], [8.461, 6.816, -10.941], [7.744, 8.272, -10.986], [19.094, 5.333, -18.806], [19.096, 5.845, -17.678], [18.483, 6.980, -17.485], [18.480, 7.358, -16.072], [18.756, 6.024, -15.352], [19.662, 5.472, -16.365], [17.562, 7.717, -15.607], [19.262, 8.113, -15.982], [17.782, 5.540, -15.271], [19.122, 6.137, -14.332], [19.818, 4.393, -16.380], [20.666, 5.895, -16.342], [19.515, 14.834, -16.047], [20.436, 15.096, -16.869], [21.052, 16.304, -16.923], [21.786, 16.440, -18.160], [22.262, 15.028, -18.387], [21.071, 14.195, -17.996], [22.611, 17.152, -18.190], [21.111, 16.772, -18.949], [23.162, 14.575, -17.970], [22.405, 14.888, -19.458], [21.274, 13.313, -17.389], [20.263, 14.212, -18.727], [13.750, 3.404, -16.239], [13.559, 4.555, -15.923], [12.423, 5.221, -16.287], [12.525, 6.594, -15.915], [14.074, 6.783, -15.482], [14.439, 5.397, -15.084], [11.883, 6.816, -15.062], [12.086, 7.290, -16.630], [14.227, 7.585, -14.760], [14.698, 7.215, -16.265], [14.263, 5.045, -14.067], [15.452, 5.111, -15.367], [10.292, 13.284, -17.605], [9.846, 12.250, -17.130], [10.222, 11.020, -17.559], [9.648, 9.906, -16.915], [9.481, 10.532, -15.545], [9.010, 11.980, -15.911], [10.409, 9.176, -17.192], [8.716, 9.676, -17.431], [10.530, 10.469, -15.257], [8.767, 10.008, -14.910], [8.818, 12.711, -15.125], [7.947, 11.897, -16.135], [13.102, 16.520, -26.919], [13.401, 15.378, -26.655], [12.967, 14.905, -25.559], [13.656, 13.807, -25.127], [14.759, 13.809, -26.096], [14.254, 14.384, -27.385], [13.074, 12.932, -25.419], [13.933, 13.825, -24.073], [15.234, 12.844, -26.276], [15.572, 14.408, -25.685], [13.587, 13.711, -27.924], [15.049, 14.797, -28.007], [12.288, 13.069, -22.365], [11.151, 13.155, -21.926], [10.418, 14.302, -21.844], [9.352, 14.121, -20.878], [9.051, 12.691, -20.874], [10.247, 11.993, -21.517], [8.497, 14.657, -21.291], [9.615, 14.463, -19.877], [8.096, 12.491, -21.360], [8.813, 12.362, -19.862], [10.042, 11.394, -22.404], [10.765, 11.422, -20.746], [16.132, 15.682, -16.547], [16.890, 16.145, -17.446], [17.149, 15.461, -18.677], [17.806, 16.466, -19.503], [17.932, 17.780, -18.835], [17.700, 17.486, -17.418], [17.185, 16.513, -20.398], [18.840, 16.249, -19.773], [17.221, 18.551, -19.130], [18.968, 18.061, -19.024], [17.118, 18.218, -16.858], [18.662, 17.345, -16.927], [19.407, 11.893, -17.246], [18.975, 11.634, -16.052], [19.854, 11.171, -15.132], [19.191, 10.769, -13.952], [17.755, 11.314, -14.059], [17.549, 11.593, -15.545], [19.621, 11.385, -13.163], [19.263, 9.681, -13.963], [17.605, 12.301, -13.622], [16.978, 10.648, -13.684], [17.005, 12.494, -15.830], [17.114, 10.744, -16.074], [14.378, 15.922, -11.693], [15.590, 16.091, -11.999], [16.554, 16.213, -11.028], [17.946, 16.022, -11.377], [17.695, 15.617, -12.832], [16.271, 15.751, -13.304], [18.293, 15.167, -10.797], [18.379, 17.006, -11.196], [17.806, 14.536, -12.913], [18.458, 16.006, -13.506], [15.879, 14.894, -13.853], [16.184, 16.695, -13.842], [15.145, 8.786, -12.291], [14.430, 9.763, -12.292], [13.934, 10.242, -11.101], [12.912, 11.220, -11.392], [13.046, 11.575, -12.876], [14.017, 10.552, -13.490], [13.205, 12.035, -10.731], [11.962, 10.777, -11.094], [13.503, 12.558, -12.991], [12.131, 11.655, -13.463], [14.818, 10.975, -14.095], [13.466, 9.858, -14.126], [12.266, 8.119, -20.929], [13.224, 8.529, -21.536], [14.288, 7.749, -21.946], [15.262, 8.524, -22.598], [15.024, 9.909, -21.999], [13.518, 10.068, -21.991], [14.983, 8.479, -23.651], [16.292, 8.222, -22.406], [15.583, 10.674, -22.537], [15.452, 9.918, -20.996], [13.024, 10.323, -22.929], [13.093, 10.650, -21.173], [12.624, 2.223, -18.371], [12.043, 3.186, -18.936], [12.638, 4.037, -19.811], [11.748, 5.117, -20.193], [10.325, 4.523, -19.859], [10.620, 3.647, -18.653], [11.791, 5.574, -21.182], [11.923, 5.987, -19.560], [10.195, 3.900, -20.743], [9.565, 5.276, -19.653], [9.959, 2.788, -18.537], [10.634, 4.040, -17.636], [15.419, 2.862, -18.799], [15.903, 3.727, -19.554], [16.957, 3.302, -20.297], [17.493, 4.224, -21.104], [16.510, 5.388, -21.046], [15.529, 5.080, -19.970], [17.627, 3.744, -22.073], [18.489, 4.514, -20.769], [16.134, 5.465, -22.067], [17.088, 6.303, -20.918], [14.504, 5.250, -20.301], [15.560, 5.680, -19.061]],
  "energy_ha": -6129.7469,
  "homo_ha": -0.327,
  "gap_ev": 8.6,
  "largest_force_ev_per_a": 6.62,
  "charge": 0,
  "e_above_lowest_ev": 12.535,
  "lumo_ev": -0.3425
}